{"formula": "C6H10N2", "method": "ωB97M-V with the def2-TZVPD basis set", "symbols": ["C", "C", "C", "C", "C", "C", "H", "H", "H", "H", "H", "H", "H", "H", "H", "H", "N", "N"], "xyz": [[2.9782, 0.0165, -0.1641], [0.8824, 0.2735, 0.2718], [-0.7848, -1.4783, 0.1836], [-1.8706, -2.0034, -0.4360], [-1.5896, 0.7409, 0.1854], [-1.5945, 1.9917, -0.2526], [3.1634, 0.9665, -1.4007], [2.8658, 0.7971, 1.1680], [4.1754, -1.0260, -0.2640], [1.0244, 1.2207, 0.7784], [-0.1346, -2.2122, 1.2276], [-2.0502, -3.0377, -0.1761], [-2.5526, -1.0953, -0.8404], [-2.5467, 0.4930, 0.8107], [-0.8264, 2.3637, -0.9542], [-2.4196, 2.6555, -0.0434], [1.7688, -0.5766, -0.2042], [-0.4887, -0.0896, 0.1101]], "total_energy_ev": -9354.513, "homo_energy_ev": -8.246, "e_above_lowest_kj_mol": 957.5, "lumo_ev": 0.180, "molar_mass_g_mol": 110.2}